Here is a cluster of 2 separate species, C21H33ClO3S in total from the Open Molecules 2025 dataset. Energies are from ωB97M-V/def2-TZVPD.

Properties
Highest occupied orbital energy, eV: -8.753
SMILES: CCCCCCCCCC1=C(CSCC)C(=O)C(Cl)=CC1=O.CC(C)=O
Gap between HOMO and LUMO, eV: 7.588
E_tot, eV: -51811.76952

Cartesian coordinates (Å):
C  7.546  -1.013  0.758
C  7.118  -0.303  -0.537
C  6.099  0.830  -0.325
C  4.641  0.435  -0.629
C  3.608  1.056  0.327
C  3.195  2.483  -0.071
C  1.873  2.552  -0.833
C  0.654  2.163  0.011
C  -0.546  1.702  -0.846
C  -1.484  0.783  -0.119
C  -1.220  -0.503  0.150
C  0.012  -1.227  -0.298
S  -0.193  -1.812  -2.018
C  -0.069  -3.607  -1.785
C  1.282  -4.085  -1.255
C  -2.188  -1.321  0.940
O  -1.842  -2.302  1.554
C  -3.607  -0.846  0.928
Cl  -4.805  -2.008  1.318
C  -3.880  0.433  0.666
C  -2.761  1.365  0.388
O  -2.890  2.558  0.565
H  8.569  -1.389  0.700
H  6.881  -1.849  0.980
H  7.505  -0.333  1.613
H  6.659  -1.051  -1.190
H  7.997  0.065  -1.070
H  6.154  1.172  0.714
H  6.382  1.691  -0.937
H  4.545  -0.655  -0.612
H  4.390  0.763  -1.643
H  2.737  0.397  0.371
H  4.027  1.060  1.339
H  3.158  3.133  0.808
H  3.980  2.895  -0.715
H  1.733  3.579  -1.190
H  1.931  1.930  -1.735
H  0.328  3.043  0.574
H  0.911  1.403  0.752
H  -1.114  2.592  -1.127
H  -0.205  1.213  -1.763
H  0.195  -2.082  0.349
H  0.893  -0.586  -0.274
H  -0.256  -4.008  -2.784
H  -0.885  -3.924  -1.133
H  1.450  -5.128  -1.527
H  2.082  -3.473  -1.678
H  1.326  -3.993  -0.169
H  -4.893  0.825  0.685
C  -7.907  -0.275  1.800
C  -8.263  0.931  0.967
C  -9.725  1.153  0.665
O  -7.407  1.678  0.554
H  -6.831  -0.297  1.932
H  -8.398  -0.227  2.774
H  -8.228  -1.188  1.296
H  -10.285  1.266  1.595
H  -10.130  0.291  0.132
H  -9.844  2.046  0.057


Here is a structure of composition C21H33F6LuN5O2P2S3 in a non-equilibrium geometry from the Open Molecules 2025 dataset. Energies are from ωB97M-V/def2-TZVPD.

Properties
Highest occupied orbital energy (alpha / beta), eV: -7.519 / -7.231
Spin multiplicity: 2
Gap between HOMO and LUMO (alpha / beta), eV: 7.146 / 4.153
E_tot, eV: -134868.56203
<S²>: 0.76

Cartesian coordinates (Å):
Lu  0.000  0.000  0.000
C  3.818  -0.571  2.453
C  3.585  0.276  3.523
C  2.393  1.004  3.580
C  1.436  0.880  2.566
N  1.684  0.038  1.518
C  2.843  -0.656  1.481
C  0.134  1.642  2.580
C  -0.213  2.533  3.617
C  -1.427  3.239  3.624
C  -2.341  3.078  2.590
C  -2.043  2.212  1.548
C  -0.832  1.518  1.556
H  4.731  -1.149  2.378
H  4.323  0.376  4.313
H  2.246  1.656  4.432
H  2.966  -1.302  0.617
H  0.452  2.709  4.458
H  -1.652  3.916  4.445
H  -3.280  3.625  2.596
H  -2.738  2.066  0.728
C  5.536  0.120  -0.422
C  5.348  -1.132  -1.266
C  4.674  -2.253  -0.482
O  4.724  -0.966  -2.527
P  3.511  0.036  -2.900
S  4.070  1.898  -3.042
S  1.970  0.000  -1.708
O  3.144  -0.495  -4.389
C  3.062  -1.846  -4.806
C  2.352  -2.787  -3.844
C  4.434  -2.369  -5.215
H  6.101  -0.109  0.488
H  4.584  0.559  -0.115
H  6.096  0.880  -0.975
H  6.356  -1.491  -1.505
H  3.669  -1.974  -0.155
H  5.256  -2.513  0.408
H  4.573  -3.149  -1.102
H  2.455  -1.818  -5.719
H  2.889  -2.885  -2.898
H  2.257  -3.787  -4.279
H  1.345  -2.421  -3.619
H  5.080  -2.545  -4.351
H  4.946  -1.646  -5.859
H  4.343  -3.316  -5.757
F  -2.112  0.000  0.000
P  -3.830  0.002  -0.003
F  -3.833  -1.676  0.367
F  -3.827  1.679  -0.374
F  -3.834  0.372  1.674
F  -5.548  0.004  -0.008
F  -3.826  -0.369  -1.681
N  -3.788  -3.620  4.253
C  -3.153  -2.853  3.333
N  -4.068  -2.097  2.676
N  -1.876  -2.926  3.189
C  -1.305  -2.151  2.263
N  -0.842  -1.457  1.457
H  -4.634  -4.049  3.894
H  -3.166  -4.323  4.643
H  -4.812  -1.759  3.278
H  -3.693  -1.342  2.108
C  -1.797  2.707  -2.986
S  -0.988  1.711  -1.711
C  -1.058  2.904  -0.354
H  -2.814  2.964  -2.681
H  -1.848  2.131  -3.914
H  -1.227  3.620  -3.175
H  -0.509  3.812  -0.616
H  -0.600  2.465  0.536
H  -2.097  3.156  -0.121
H  -0.760  -1.316  -1.316


Here is a cluster of 5 separate species, C21H33IO8S in total in a non-equilibrium geometry from the Open Molecules 2025 dataset. Energies are from ωB97M-V/def2-TZVPD.

Properties
Highest occupied orbital energy, eV: -9.301
SMILES: CCOC(=O)CCCc1cc(C)cc2c1C(=O)C(S)=C(I)C2=O.CO.CO.CO.CO
Gap between HOMO and LUMO, eV: 7.513
E_tot, eV: -57626.14566

Cartesian coordinates (Å):
C  -3.549  3.832  2.816
C  -2.804  2.729  2.075
O  -3.558  2.345  0.928
C  -2.991  1.395  0.128
O  -2.865  1.596  -1.032
C  -2.641  0.092  0.796
C  -2.177  -0.955  -0.195
C  -1.599  -2.211  0.482
C  -0.809  -1.920  1.738
C  -1.473  -2.152  2.948
C  -0.908  -1.854  4.185
C  -1.698  -2.099  5.430
C  0.369  -1.319  4.202
C  1.061  -1.085  3.019
C  0.500  -1.383  1.772
C  1.283  -1.116  0.549
O  0.886  -1.395  -0.556
C  2.650  -0.497  0.678
S  3.483  -0.252  -0.841
C  3.148  -0.222  1.891
I  5.040  0.628  2.160
C  2.400  -0.475  3.131
O  2.863  -0.180  4.204
H  -3.104  4.793  2.591
H  -3.503  3.643  3.880
H  -4.589  3.799  2.512
H  -1.812  3.060  1.774
H  -2.651  1.899  2.763
H  -1.892  0.320  1.547
H  -3.550  -0.240  1.294
H  -1.492  -0.557  -0.927
H  -3.049  -1.277  -0.760
H  -0.985  -2.728  -0.243
H  -2.398  -2.895  0.752
H  -2.478  -2.545  2.905
H  -2.043  -3.128  5.450
H  -1.129  -1.896  6.328
H  -2.572  -1.453  5.440
H  0.867  -1.060  5.122
H  3.928  1.007  -0.725
C  1.968  -2.792  -3.517
O  1.365  -1.507  -3.508
H  2.074  -3.103  -4.553
H  2.959  -2.767  -3.052
H  1.346  -3.523  -2.990
H  1.296  -1.236  -2.586
C  -0.841  1.023  7.177
O  -0.713  1.261  5.779
H  -1.898  0.886  7.391
H  -0.299  0.122  7.477
H  -0.471  1.872  7.756
H  0.223  1.382  5.590
C  2.349  0.338  -6.566
O  3.673  0.424  -6.039
H  2.391  0.540  -7.634
H  1.942  -0.663  -6.407
H  1.698  1.074  -6.090
H  3.611  0.239  -5.098
C  2.441  2.291  -10.479
O  1.429  1.324  -10.217
H  2.723  2.735  -9.527
H  3.324  1.827  -10.926
H  2.072  3.079  -11.140
H  1.178  0.927  -11.054


Here is an isolated molecule of C21H33N3O3 from the Open Molecules 2025 dataset. Energies are from ωB97M-V/def2-TZVPD.

Properties
Highest occupied orbital energy, eV: -7.707
SMILES: CCOc1ccc(NC(=O)N(CCC(C)C)C2CCN(C(C)=O)CC2)cc1
Gap between HOMO and LUMO, eV: 8.324
E_tot, eV: -32926.90814

Cartesian coordinates (Å):
C  -2.752  -2.253  -7.782
C  -2.444  -2.199  -6.293
O  -1.567  -1.114  -6.075
C  -1.152  -0.852  -4.803
C  -0.295  0.240  -4.655
C  0.181  0.593  -3.413
C  -0.181  -0.133  -2.277
N  0.350  0.282  -1.051
C  0.100  -0.230  0.199
O  -0.706  -1.117  0.407
N  0.841  0.330  1.212
C  1.898  1.295  0.997
C  1.368  2.736  0.927
C  2.362  3.758  0.355
C  3.682  3.758  1.123
C  2.608  3.543  -1.138
C  0.482  0.027  2.595
C  -0.964  0.408  2.927
C  -1.242  0.116  4.401
N  -0.994  -1.280  4.693
C  -2.035  -2.087  5.013
C  -1.733  -3.562  5.178
O  -3.155  -1.644  5.183
C  0.363  -1.684  4.416
C  0.704  -1.449  2.943
C  -1.031  -1.221  -2.424
C  -1.511  -1.576  -3.673
H  -3.427  -3.077  -7.991
H  -1.833  -2.390  -8.345
H  -3.215  -1.322  -8.098
H  -1.973  -3.138  -5.970
H  -3.371  -2.057  -5.720
H  -0.017  0.800  -5.535
H  0.846  1.441  -3.320
H  0.933  1.099  -1.124
H  2.449  1.031  0.091
H  2.603  1.204  1.827
H  0.459  2.752  0.321
H  1.084  3.047  1.935
H  1.900  4.745  0.474
H  4.309  4.582  0.789
H  4.227  2.832  0.960
H  3.505  3.876  2.189
H  3.232  4.343  -1.531
H  3.123  2.603  -1.326
H  1.669  3.549  -1.688
H  1.145  0.633  3.224
H  -1.132  1.466  2.720
H  -1.639  -0.181  2.307
H  -2.286  0.321  4.644
H  -0.596  0.733  5.038
H  -1.353  -3.983  4.250
H  -2.661  -4.063  5.439
H  -1.010  -3.726  5.974
H  0.512  -2.731  4.671
H  1.033  -1.081  5.045
H  1.743  -1.726  2.754
H  0.058  -2.056  2.310
H  -1.321  -1.787  -1.556
H  -2.170  -2.427  -3.745


Here is a structure of composition C21H33N3O5 in a non-equilibrium geometry from the Open Molecules 2025 dataset. Energies are from ωB97M-V/def2-TZVPD.

Properties
Highest occupied orbital energy, eV: -7.942
Gap between HOMO and LUMO, eV: 8.020
E_tot, eV: -37000.56336

Cartesian coordinates (Å):
C  -1.567  -3.276  -1.642
H  -0.529  -2.781  -1.987
O  -2.467  -2.270  -1.394
C  -2.358  -1.584  -0.315
C  -1.211  -1.729  0.288
C  -1.149  -0.774  1.574
C  -2.221  0.026  2.041
C  -3.356  0.176  1.043
C  -3.531  -0.667  -0.036
O  -4.619  -0.764  -0.671
C  -4.622  -0.144  -2.004
H  -4.228  0.752  -2.227
H  -5.564  -0.512  -2.507
H  -3.952  -0.969  -2.562
O  -4.265  1.004  1.534
C  -5.587  1.164  1.181
H  -6.011  1.727  1.761
H  -6.106  0.204  1.067
H  -5.323  1.746  -0.004
H  -2.052  0.881  2.820
C  0.162  -0.566  2.142
O  0.498  0.598  2.820
N  0.919  -1.591  2.407
H  0.510  -2.502  2.109
C  2.319  -1.515  2.470
H  2.704  -0.611  2.735
H  2.474  -2.299  3.709
C  3.208  -2.311  1.668
C  2.691  -2.174  0.382
O  1.808  -2.659  -0.168
N  3.597  -1.178  -0.430
H  4.353  -0.923  -0.032
C  3.396  -0.859  -1.733
H  4.168  -1.397  -2.396
C  3.215  0.563  -1.963
N  2.279  1.529  -1.176
C  2.614  1.646  -0.009
C  2.344  3.135  0.775
H  3.169  3.762  0.177
H  2.186  3.319  1.692
C  1.141  3.603  0.065
H  0.681  4.681  0.668
C  -0.224  2.677  0.017
C  -0.256  1.670  -1.211
H  -1.262  1.332  -1.294
C  1.062  0.701  -1.354
H  0.810  -0.121  -0.538
H  0.958  0.147  -2.287
H  -0.160  2.527  -2.238
H  -0.199  2.192  0.949
H  -1.026  3.346  -0.016
H  1.263  3.973  -1.194
H  2.194  1.084  0.757
H  3.712  1.342  0.435
H  4.329  1.030  -1.633
H  3.085  0.874  -2.823
H  2.422  -1.458  -2.133
H  2.908  -3.534  1.894
H  4.256  -2.173  1.898
H  -0.269  -2.191  0.427
H  -1.937  -3.872  -2.689
H  -1.379  -4.006  -0.836


Here is a structure of composition C21H34BN6O4S4Sn from the Open Molecules 2025 dataset. Energies are from ωB97M-V/def2-TZVPD.

Properties
Highest occupied orbital energy, eV: -11.993
Charge: +1
Gap between HOMO and LUMO, eV: 8.667
E_tot, eV: -89308.94487

Cartesian coordinates (Å):
Sn  -1.403  -0.161  0.613
C  -0.306  2.881  3.776
C  0.967  2.069  3.963
C  0.674  0.867  4.858
C  2.042  2.973  4.563
N  1.545  1.507  2.664
C  2.772  0.872  2.706
C  3.063  0.464  1.458
N  2.019  0.828  0.640
B  2.057  0.357  -0.849
N  1.763  -1.170  -0.988
C  2.158  -1.812  -2.139
C  1.678  -3.071  -2.099
N  0.983  -3.209  -0.914
C  1.048  -2.037  -0.254
S  0.307  -1.737  1.292
C  0.242  -4.470  -0.492
C  0.443  -5.519  -1.582
C  -1.250  -4.156  -0.368
C  0.839  -4.995  0.810
N  1.108  1.191  -1.762
C  1.517  2.432  -2.190
C  0.484  3.010  -2.836
N  -0.572  2.121  -2.802
C  -0.170  1.017  -2.140
S  -1.156  -0.391  -1.840
C  -1.940  2.394  -3.401
C  -1.915  3.775  -4.049
C  -2.982  2.396  -2.283
C  -2.238  1.349  -4.471
C  1.094  1.451  1.394
S  -0.428  2.069  0.775
H  -0.560  3.264  4.766
H  -1.141  2.282  3.426
H  -0.164  3.738  3.118
H  0.285  1.229  5.810
H  1.569  0.279  5.066
H  -0.081  0.226  4.404
H  1.655  3.402  5.487
H  2.286  3.791  3.884
H  2.958  2.437  4.810
H  3.341  0.781  3.611
H  3.928  -0.053  1.079
H  3.178  0.538  -1.248
H  2.751  -1.317  -2.889
H  1.789  -3.869  -2.807
H  0.005  -5.212  -2.534
H  -0.070  -6.424  -1.262
H  1.495  -5.770  -1.726
H  -1.598  -3.605  -1.246
H  -1.497  -3.594  0.530
H  -1.800  -5.097  -0.332
H  1.907  -5.192  0.694
H  0.345  -5.934  1.061
H  0.686  -4.314  1.644
H  2.512  2.797  -2.002
H  0.426  3.967  -3.315
H  -1.727  4.568  -3.323
H  -2.899  3.951  -4.480
H  -1.187  3.840  -4.859
H  -2.661  3.042  -1.463
H  -3.186  1.400  -1.898
H  -3.914  2.800  -2.677
H  -1.479  1.374  -5.255
H  -3.202  1.582  -4.923
H  -2.296  0.342  -4.063
O  -2.077  -0.070  2.623
S  -3.301  -0.970  2.271
O  -2.858  -2.347  2.268
O  -3.372  -0.532  0.725
O  -4.487  -0.622  2.970


Here is a structure of composition C21H34Cl2F6MnN2O8Si4 from the Open Molecules 2025 dataset. Energies are from ωB97M-V/def2-TZVPD.

Properties
Highest occupied orbital energy (alpha / beta), eV: -8.885 / -8.491
Spin multiplicity: 4
Gap between HOMO and LUMO (alpha / beta), eV: 8.707 / 8.236
E_tot, eV: -145869.57706
<S²>: 3.77

Cartesian coordinates (Å):
Mn  1.916  0.265  0.268
O  5.096  -0.048  -2.151
C  4.093  -0.363  -1.548
O  3.415  0.501  -0.832
C  3.586  -1.783  -1.616
C  4.393  -2.683  -2.296
C  4.031  -4.009  -2.418
C  2.846  -4.482  -1.882
C  2.033  -3.579  -1.248
C  2.359  -2.215  -1.054
O  1.541  -1.472  -0.367
N  0.763  -4.079  -0.717
O  0.789  -5.087  -0.042
O  -0.250  -3.466  -1.004
N  4.908  -4.942  -3.126
O  4.528  -6.092  -3.242
O  5.939  -4.504  -3.595
H  5.317  -2.323  -2.724
H  2.569  -5.522  -1.968
Cl  2.556  2.345  1.339
C  4.329  2.454  1.000
Cl  5.224  1.286  1.947
H  4.615  3.459  1.285
H  4.448  2.233  -0.054
C  0.943  2.646  -1.844
Si  -0.370  1.295  -1.816
C  0.231  -0.205  -2.773
C  -1.831  1.953  -2.803
Si  -1.191  0.866  0.410
Si  -3.258  -0.267  0.042
C  -4.184  -0.947  1.537
C  -4.395  1.090  -0.607
C  -3.071  -1.613  -1.241
Si  -1.777  2.951  1.404
C  -0.372  3.764  2.341
C  -3.243  2.837  2.576
C  -2.280  4.118  0.015
H  0.995  3.051  -2.858
H  1.942  2.281  -1.603
H  0.702  3.468  -1.166
H  -0.054  -0.066  -3.820
H  -0.197  -1.142  -2.416
H  1.317  -0.302  -2.741
H  -1.412  2.237  -3.773
H  -2.324  2.829  -2.386
H  -2.579  1.180  -2.986
H  -4.044  -0.345  2.436
H  -3.942  -1.983  1.773
H  -5.247  -0.920  1.284
H  -4.731  1.735  0.206
H  -5.282  0.602  -1.021
H  -3.972  1.717  -1.386
H  -2.408  -2.411  -0.904
H  -2.664  -1.227  -2.179
H  -4.048  -2.054  -1.456
H  0.073  3.109  3.091
H  -0.776  4.639  2.858
H  0.417  4.114  1.673
H  -2.952  2.492  3.567
H  -4.035  2.182  2.212
H  -3.669  3.838  2.685
H  -1.502  4.257  -0.737
H  -2.486  5.096  0.460
H  -3.191  3.789  -0.489
C  -0.917  -2.082  2.003
C  -0.017  -0.924  2.383
O  0.104  0.058  1.359
C  -0.573  -0.195  3.626
F  -0.895  -1.027  4.616
F  0.289  0.717  4.094
F  -1.699  0.457  3.284
C  1.394  -1.494  2.752
F  2.377  -0.599  2.471
F  1.484  -1.759  4.055
F  1.680  -2.615  2.104
H  -1.951  -1.754  2.000
H  -0.820  -2.895  2.721
H  -0.637  -2.438  1.014


Question: Which value of E_tot does entry 4 give?
Answer: -32926.90814 eV


Question: Which of these has the highest E_tot?
Answer: C21H33N3O3


Question: The highest E_tot belongs to which entry?
Answer: C21H33N3O3